(1)
{"formula": "C34H40LaN8O6S", "method": "ωB97M-V/def2-TZVPD", "e_above_lowest_kcal_mol": 6.15, "charge": 1, "homo_lumo_gap_ha": 0.2810, "homo_ev": -10.41, "largest_force_ev_per_a": 2.3, "energy_ev": -71808.943, "species": ["La", "C", "N", "C", "C", "C", "C", "C", "N", "C", "C", "C", "C", "C", "C", "H", "H", "H", "H", "H", "H", "H", "H", "H", "H", "H", "O", "C", "O", "C", "C", "N", "N", "C", "C", "O", "O", "H", "H", "H", "C", "C", "C", "N", "C", "S", "N", "C", "O", "C", "C", "C", "C", "C", "C", "H", "H", "H", "H", "H", "H", "H", "H", "H", "H", "H", "H", "H", "H", "C", "N", "C", "C", "C", "N", "C", "C", "O", "H", "H", "H", "H", "H", "H", "H", "H", "H", "H", "H", "H"], "positions_angstrom": [[-0.4269, 1.1542, -0.5246], [-0.5240, 1.7611, 3.1556], [0.3234, 1.5218, 1.9949], [1.5956, 1.5311, 2.2085], [2.4971, 1.3092, 1.1439], [3.8690, 1.2116, 1.2231], [4.3003, 1.0960, -0.0991], [3.1688, 1.0394, -0.9025], [2.0513, 1.1797, -0.1462], [-1.5567, 2.7749, 2.8138], [-2.8436, 2.7084, 3.3389], [-3.7900, 3.6504, 2.9325], [-3.4818, 4.7100, 2.1137], [-2.2436, 4.6936, 1.4857], [-1.2553, 3.7707, 1.8514], [0.1177, 2.0455, 3.9904], [-1.0160, 0.8671, 3.5127], [2.0052, 1.6031, 3.2405], [4.4122, 1.3305, 2.1461], [5.3126, 1.0154, -0.4484], [3.1184, 0.9319, -1.9722], [-3.0661, 1.8431, 3.9747], [-4.7745, 3.5620, 3.3412], [-4.2008, 5.4988, 1.9176], [-2.0542, 5.4344, 0.7574], [-0.2739, 3.8656, 1.4065], [-0.2646, 4.7370, -5.6940], [-0.0595, 3.5144, -6.1256], [0.3032, 3.2504, -7.2736], [-0.2668, 2.4449, -5.1340], [0.0047, 1.1093, -5.4626], [-0.1467, 0.3931, -4.3328], [-0.5003, 1.1712, -3.3151], [-0.5748, 2.4084, -3.7606], [-1.0345, 3.4656, -2.7646], [-1.2306, 4.6111, -3.1108], [-1.2377, 3.0218, -1.5462], [-0.7085, 4.7401, -4.8027], [0.3181, 0.7264, -6.4382], [-0.1545, -0.6275, -4.1383], [2.4481, -2.2797, 2.7807], [1.0732, -2.2314, 2.0740], [1.0878, -3.0751, 0.7964], [2.0261, -2.6018, -0.2189], [1.6677, -2.0641, -1.3517], [-0.0059, -1.6557, -1.6687], [2.6135, -1.7965, -2.2931], [4.0437, -1.8348, -2.3546], [4.5876, -1.1207, -3.1709], [4.7755, -2.7086, -1.4149], [4.4655, -4.0684, -1.3352], [5.1165, -4.8791, -0.3866], [6.1325, -4.4054, 0.4037], [6.4600, -3.0458, 0.2647], [5.8238, -2.2167, -0.6348], [2.4246, -1.8719, 3.7948], [3.2121, -1.7543, 2.1952], [2.8501, -3.3036, 2.8298], [0.8239, -1.1653, 1.9028], [0.3108, -2.6017, 2.7436], [0.1238, -3.1338, 0.3425], [1.3973, -4.0740, 1.1373], [3.0000, -2.7364, -0.0716], [2.1896, -1.3891, -3.1443], [3.7035, -4.4425, -1.9828], [4.8936, -5.9256, -0.3077], [6.5042, -5.0228, 1.1891], [7.2384, -2.6214, 0.8515], [6.0667, -1.1938, -0.7434], [-2.1989, -1.8475, 1.8392], [-3.4655, -1.3268, 1.3889], [-4.6924, -1.8119, 2.0558], [-5.9259, -1.6950, 1.1618], [-5.9846, -0.2836, 0.5589], [-4.7072, 0.0979, -0.0021], [-4.7372, 1.1808, -0.9924], [-3.5565, -0.3310, 0.4582], [-2.4922, 0.2198, 0.0910], [-1.8487, -1.3675, 2.7704], [-1.4304, -1.7178, 1.0974], [-2.2458, -2.9303, 2.0715], [-4.8940, -1.2750, 2.9694], [-4.4902, -2.8430, 2.3391], [-6.8460, -2.0008, 1.6926], [-5.8219, -2.3896, 0.3257], [-6.3262, 0.4511, 1.3060], [-6.7395, -0.3018, -0.2356], [-3.8294, 1.2405, -1.5718], [-4.9271, 2.1600, -0.5427], [-5.6061, 0.9153, -1.5652]], "forces_ev_per_a": [[0.24, -0.09, -0.01], [0.48, 0.04, 0.08], [-0.02, -0.26, 0.46], [-0.13, -0.70, 0.29], [-0.18, -0.09, 0.31], [0.10, 0.55, -0.06], [0.61, -0.59, -0.25], [-0.14, 0.25, 0.54], [-0.13, -0.08, -0.51], [-0.08, 1.01, -0.83], [0.36, -0.25, -0.75], [-0.11, -0.50, 1.25], [0.28, -0.36, -0.57], [0.30, -0.34, 0.91], [-1.14, 0.01, 0.42], [-0.07, 0.40, 0.20], [-0.22, -0.60, -0.20], [-0.22, 0.23, -0.63], [0.31, -0.09, -0.11], [0.18, 0.08, -0.05], [0.02, 0.05, -0.15], [-0.26, 0.55, -0.08], [-0.51, 0.08, 0.22], [0.03, -0.22, -0.13], [0.46, 0.67, -0.68], [0.05, -0.13, 0.02], [-0.41, 0.47, 0.23], [0.46, -0.33, -2.08], [-0.58, 0.49, 2.12], [0.48, -1.46, -0.21], [-0.04, 0.62, -0.16], [-0.04, -0.79, -0.15], [-0.19, -0.36, 1.26], [-0.25, 0.56, 0.09], [-0.25, -0.38, 0.63], [0.15, 0.10, -0.53], [0.33, 0.38, -1.06], [0.35, 0.18, -0.19], [-0.23, 0.00, 0.60], [0.19, 1.08, -0.43], [0.20, -0.32, -0.45], [1.01, 0.80, 0.08], [0.60, 0.02, 1.10], [-0.87, -0.12, 0.54], [-0.46, 0.39, -0.11], [0.86, -0.30, -0.25], [-0.80, 0.24, -1.44], [0.38, 1.08, -0.48], [-0.66, -0.73, 0.67], [0.23, -1.00, 0.28], [0.49, 0.31, 0.87], [-0.33, -0.24, -1.11], [-0.82, 1.78, -0.23], [0.21, -0.49, 0.05], [-0.70, -0.70, -0.25], [-0.01, 0.02, -0.22], [-0.22, 0.32, 0.15], [-0.41, 0.06, 0.22], [0.05, -0.45, -0.25], [-0.27, -0.36, 0.14], [-0.53, -0.14, -0.28], [-0.01, 0.08, -0.50], [0.78, -0.27, 0.26], [0.65, -0.13, 0.80], [-0.42, -0.48, -0.20], [-0.40, -0.32, -0.13], [0.65, -0.24, 0.23], [0.53, 0.21, 0.49], [0.42, 0.86, 0.10], [0.33, -0.22, 0.89], [-1.61, 0.08, -0.35], [0.08, -0.36, -0.35], [0.54, -0.12, -0.43], [-1.00, -0.67, 0.55], [-0.68, 0.57, -0.36], [-0.52, -0.08, 0.67], [1.21, -0.82, 1.73], [0.73, 0.10, -0.59], [-0.18, 0.04, -0.26], [0.10, 0.13, -0.37], [-0.35, 0.51, -0.30], [0.22, 0.42, 0.47], [-0.19, -0.11, -0.04], [0.48, 0.50, -0.13], [0.03, -0.09, 0.00], [0.23, -0.07, -0.17], [0.23, 0.19, 0.05], [0.04, -0.20, -0.17], [0.13, -0.12, 0.20], [-0.16, 0.28, -0.88]], "lowdin_charge": [1.99, -0.19, -0.12, -0.11, -0.39, -0.04, -0.09, -0.18, -0.13, -0.23, -0.04, -0.09, -0.08, -0.06, -0.05, 0.12, 0.10, 0.15, 0.11, 0.09, 0.10, 0.12, 0.10, 0.11, 0.10, 0.10, 0.15, -0.49, 0.09, -0.05, 0.03, 0.00, -0.04, -0.14, -0.54, 0.10, -0.29, 0.09, 0.15, 0.11, -0.08, -0.23, -0.19, 0.07, -0.71, 0.60, 0.12, -0.37, 0.14, -0.18, -0.02, -0.06, -0.05, -0.04, 0.00, 0.08, 0.06, 0.08, 0.09, 0.10, 0.05, 0.14, 0.11, 0.14, 0.12, 0.11, 0.11, 0.10, 0.10, -0.04, -0.05, -0.13, -0.13, -0.14, -0.06, 0.02, -0.46, -0.24, 0.10, 0.03, 0.11, 0.12, 0.12, 0.13, 0.12, 0.14, 0.13, 0.08, 0.11, 0.09]}

(2)
{"formula": "C34H40O8P", "method": "ωB97M-V/def2-TZVPD", "charge": 1, "homo_lumo_gap_ha": 0.2815, "homo_ev": -11.58, "largest_force_ev_per_a": 1.5, "energy_ev": -61563.256, "species": ["C", "C", "C", "C", "C", "C", "C", "C", "C", "C", "P", "H", "H", "H", "H", "H", "H", "H", "H", "H", "H", "H", "H", "H", "H", "H", "H", "H", "H", "H", "H", "H", "H", "H", "H", "C", "C", "C", "O", "C", "C", "C", "O", "H", "H", "H", "H", "C", "C", "C", "O", "C", "C", "C", "O", "H", "H", "H", "H", "C", "C", "C", "O", "C", "C", "C", "O", "H", "H", "H", "H", "C", "C", "C", "O", "C", "C", "C", "O", "H", "H", "H", "H"], "positions_angstrom": [[0.2060, 0.7232, -0.9321], [0.3860, 0.7467, -2.4832], [-0.4854, -0.4066, -3.1029], [0.4197, -1.6826, -3.1537], [-0.3626, -3.0280, -3.0312], [-0.3647, -3.6810, -1.6198], [1.0214, -3.7194, -0.8994], [0.8643, -3.0376, 0.4958], [2.1949, -2.6400, 1.1687], [2.9471, -1.4615, 0.4269], [4.4010, -2.1564, -0.4927], [1.0767, 1.1111, -0.3800], [0.0235, -0.3178, -0.6184], [-0.6859, 1.3267, -0.6963], [1.4455, 0.5732, -2.7467], [0.0979, 1.7312, -2.8762], [-0.7619, -0.0737, -4.1150], [-1.4143, -0.5565, -2.5313], [1.2129, -1.5390, -2.4000], [0.9256, -1.6857, -4.1375], [-1.4194, -2.7941, -3.2645], [-0.0468, -3.7209, -3.8289], [-1.1195, -3.2231, -0.9581], [-0.6909, -4.7273, -1.7582], [1.8401, -3.3021, -1.5149], [1.2762, -4.7771, -0.7129], [0.3837, -3.7820, 1.1572], [0.1916, -2.1716, 0.4358], [1.9346, -2.2357, 2.1643], [2.8454, -3.5188, 1.3620], [3.3658, -0.8156, 1.2191], [2.2782, -0.8450, -0.1912], [5.6303, -1.5698, -0.0832], [4.4697, -3.5510, -0.2513], [4.2108, -1.8599, -1.8720], [2.0720, 5.4826, -6.4316], [0.9476, 4.8090, -6.1927], [0.9721, 3.4865, -5.5295], [-0.0518, 2.8700, -5.3128], [2.2924, 2.9411, -5.1400], [3.4167, 3.6136, -5.3788], [3.3920, 4.9370, -6.0424], [4.4152, 5.5495, -6.2573], [2.0747, 6.4505, -6.9160], [-0.0263, 5.1919, -6.4695], [2.2895, 1.9728, -4.6557], [4.3908, 3.2305, -5.1024], [-2.0837, 1.2950, 2.5924], [-3.3426, 1.6788, 2.7947], [-4.4777, 0.7781, 2.4931], [-5.6239, 1.1278, 2.6751], [-4.1612, -0.5668, 1.9593], [-2.9017, -0.9497, 1.7571], [-1.7683, -0.0477, 2.0595], [-0.6174, -0.3980, 1.8753], [-1.2412, 1.9405, 2.8059], [-3.5926, 2.6576, 3.1844], [-5.0040, -1.2118, 1.7453], [-2.6505, -1.9283, 1.3669], [-4.7197, 7.3082, 2.6025], [-5.9786, 7.6936, 2.8048], [-7.1145, 6.7929, 2.5029], [-8.2600, 7.1430, 2.6849], [-6.7986, 5.4481, 1.9694], [-5.5396, 5.0643, 1.7675], [-4.4047, 5.9642, 2.0693], [-3.2553, 5.6118, 1.8869], [-3.8762, 7.9520, 2.8164], [-6.2288, 8.6719, 3.1946], [-7.6415, 4.8035, 1.7556], [-5.2897, 4.0855, 1.3776], [3.7068, -6.5830, 3.6116], [3.2391, -7.1377, 4.7287], [3.0045, -6.3281, 5.9464], [2.5813, -6.8300, 6.9623], [3.3078, -4.8800, 5.8746], [3.7754, -4.3275, 4.7565], [4.0087, -5.1375, 3.5418], [4.4348, -4.6307, 2.5168], [3.8858, -7.1577, 2.7118], [3.0115, -8.1936, 4.7993], [3.1297, -4.3046, 6.7740], [4.0039, -3.2715, 4.6853]], "forces_ev_per_a": [[0.05, -0.02, -0.81], [-0.65, -0.35, 0.64], [1.34, 0.73, -0.20], [-0.85, 0.04, -0.57], [-0.35, 0.68, 0.24], [0.54, -0.64, -0.72], [-0.81, -0.22, 0.77], [0.84, -0.53, -0.35], [-0.68, 0.45, 0.25], [0.52, -0.86, 1.00], [-1.04, 0.77, 0.15], [-0.38, 0.05, -0.12], [0.05, 0.42, 0.08], [0.37, -0.31, 0.21], [-0.37, 0.10, -0.04], [0.12, -0.31, 0.04], [-0.08, -0.43, 0.24], [0.35, 0.01, -0.04], [-0.30, -0.40, -0.08], [-0.06, 0.12, 0.46], [0.43, -0.18, -0.05], [0.11, 0.05, 0.58], [0.36, 0.07, -0.31], [-0.04, 0.43, 0.09], [-0.39, 0.06, 0.18], [0.15, 0.39, -0.16], [0.03, 0.41, -0.22], [0.33, -0.18, 0.07], [0.19, -0.19, -0.37], [-0.30, 0.59, -0.29], [-0.01, -0.12, -0.52], [0.37, -0.37, -0.09], [-0.47, -0.33, -0.27], [0.12, 0.48, -0.27], [0.41, -0.42, 0.49], [-0.26, -0.03, -0.01], [0.12, 0.18, -0.08], [-0.22, -0.06, 0.00], [0.09, 0.00, 0.03], [0.24, 0.01, 0.01], [-0.12, -0.23, 0.12], [0.18, 0.18, -0.08], [-0.03, -0.05, 0.03], [0.05, 0.00, 0.00], [-0.02, -0.04, 0.02], [-0.06, -0.01, -0.01], [0.03, 0.05, -0.03], [-0.07, 0.12, 0.04], [0.22, 0.10, 0.02], [-0.22, 0.09, 0.07], [0.08, -0.01, -0.05], [0.14, -0.22, -0.10], [-0.16, -0.02, -0.03], [0.06, 0.02, 0.03], [0.02, -0.05, 0.07], [0.01, -0.01, -0.02], [-0.02, 0.00, -0.02], [-0.03, 0.03, 0.02], [0.02, 0.00, 0.01], [-0.13, 0.16, 0.06], [0.26, 0.05, 0.01], [-0.22, 0.08, 0.04], [0.05, -0.02, -0.01], [0.15, -0.21, -0.08], [-0.19, -0.04, 0.00], [0.16, -0.03, -0.04], [-0.06, -0.05, 0.05], [0.03, -0.03, -0.01], [-0.05, -0.01, 0.00], [-0.02, 0.03, 0.02], [0.01, 0.00, 0.00], [-0.04, -0.11, 0.03], [0.07, -0.04, -0.26], [-0.08, -0.13, 0.22], [0.01, 0.03, -0.04], [0.07, 0.25, -0.11], [-0.04, 0.03, 0.11], [0.07, -0.04, 0.02], [-0.02, 0.06, -0.08], [0.02, 0.02, -0.01], [-0.01, 0.01, 0.04], [-0.01, -0.04, 0.02], [0.02, -0.01, -0.02]], "lowdin_charge": [-0.11, -0.25, -0.19, -0.20, -0.19, -0.19, -0.20, -0.21, -0.24, -0.33, 1.08, 0.07, 0.04, 0.08, 0.08, 0.09, 0.11, 0.11, 0.07, 0.11, 0.11, 0.11, 0.10, 0.11, 0.08, 0.11, 0.13, 0.07, 0.11, 0.07, 0.09, 0.06, 0.01, 0.02, 0.01, 0.03, 0.02, -0.38, 0.10, 0.02, 0.02, -0.39, 0.12, 0.13, 0.12, 0.10, 0.12, 0.03, 0.03, -0.38, 0.12, 0.03, 0.02, -0.38, 0.06, 0.13, 0.12, 0.13, 0.12, 0.02, 0.03, -0.39, 0.12, 0.03, 0.01, -0.39, 0.09, 0.12, 0.12, 0.13, 0.11, 0.02, 0.04, -0.38, 0.14, 0.04, 0.02, -0.38, 0.04, 0.12, 0.13, 0.13, 0.12]}